{"formula": "C3H3ClO2", "method": "wB97M-V/def2-TZVPD", "energy_ev": -19773.2318, "homo_lumo_gap_ev": [7.30, 7.21], "relative_energy_kj_mol": 333.60, "species": ["C", "C", "C", "O", "O", "Cl", "H", "H", "H"], "positions_angstrom": [[-0.952, -0.222, -0.518], [-0.172, -0.148, 0.636], [1.187, 1.258, -0.477], [-0.619, 0.325, -1.582], [1.072, 0.310, 0.445], [0.285, 2.735, -0.371], [-1.816, -0.916, -0.516], [-0.573, -0.417, 1.575], [2.242, 1.294, -0.796]], "atomic_forces_ev_per_a": [[0.1, -0.4, 1.0], [-2.9, -0.2, -1.0], [0.1, -0.9, 1.5], [1.0, 0.6, -0.7], [1.2, 1.7, -1.2], [0.5, -1.0, -0.3], [0.2, 0.3, 0.2], [0.6, -0.6, 0.9], [-0.9, 0.4, -0.4]]}

---

{"formula": "C4H7NO", "method": "wB97M-V/def2-TZVPD", "energy_ev": -7798.3920, "smiles": "O=CNC1CC1", "homo_lumo_gap_ev": 10.79, "relative_energy_kj_mol": 120.83, "species": ["O", "C", "N", "C", "C", "C", "H", "H", "H", "H", "H", "H", "H"], "positions_angstrom": [[2.895, -1.440, -0.280], [1.885, -0.825, -0.549], [1.019, -0.311, 0.370], [-0.044, 0.581, 0.016], [-1.288, 0.556, 0.851], [-1.317, 0.004, -0.543], [1.557, -0.626, -1.588], [1.323, -0.359, 1.334], [0.266, 1.553, -0.365], [-1.321, -0.153, 1.674], [-1.780, 1.504, 1.048], [-1.834, 0.565, -1.315], [-1.359, -1.075, -0.651]], "atomic_forces_ev_per_a": [[-0.3, 0.2, -0.1], [0.1, -0.1, 0.1], [0.2, -0.1, 0.0], [0.0, 0.1, -0.1], [-0.1, 0.1, 0.2], [-0.1, -0.1, -0.2], [0.0, -0.1, 0.1], [0.0, 0.0, -0.1], [-0.1, -0.1, 0.1], [0.0, 0.1, -0.1], [0.1, -0.2, 0.0], [0.1, -0.1, 0.1], [0.0, 0.2, 0.0]]}

---

{"formula": "C37H43N9O3RuS", "method": "wB97M-V/def2-TZVPD", "energy_ev": -72032.3708, "charge": 1, "homo_lumo_gap_ev": [8.13, 5.73], "s_squared": 8.80, "multiplicity": 6, "relative_energy_kj_mol": 0.00, "species": ["Ru", "C", "C", "C", "C", "C", "N", "C", "C", "C", "C", "C", "C", "C", "N", "C", "C", "C", "N", "C", "C", "N", "C", "C", "C", "N", "H", "H", "H", "H", "H", "H", "H", "H", "H", "H", "H", "H", "H", "H", "H", "H", "H", "H", "C", "C", "O", "C", "C", "C", "C", "C", "C", "O", "H", "H", "H", "H", "H", "H", "H", "S", "C", "N", "C", "C", "N", "H", "H", "H", "H", "H", "H", "C", "N", "C", "C", "C", "N", "C", "C", "O", "H", "H", "H", "H", "H", "H", "H", "H", "H", "H", "H", "H"], "positions_angstrom": [[-0.303, 0.284, 0.327], [6.808, -0.570, 3.022], [5.558, -0.103, 2.340], [5.595, 0.908, 1.376], [4.452, 1.299, 0.728], [3.178, 0.729, 1.017], [2.055, 1.113, 0.391], [2.056, 2.324, -0.313], [2.478, 3.509, 0.293], [2.346, 4.731, -0.337], [1.774, 4.812, -1.600], [1.536, 6.138, -2.263], [1.365, 3.636, -2.219], [1.506, 2.405, -1.601], [1.149, 1.233, -2.330], [1.197, 1.090, -3.675], [0.926, -0.222, -3.966], [0.729, -0.820, -2.714], [0.869, 0.054, -1.730], [3.166, -0.342, 1.965], [4.336, -0.722, 2.595], [1.991, -1.045, 2.318], [1.770, -1.625, 3.525], [0.720, -2.488, 3.388], [0.353, -2.374, 2.038], [1.104, -1.498, 1.393], [7.531, 0.240, 3.115], [7.282, -1.368, 2.445], [6.598, -0.962, 4.016], [6.540, 1.371, 1.119], [4.510, 2.049, -0.046], [2.867, 3.458, 1.302], [2.656, 5.634, 0.175], [2.159, 6.917, -1.824], [0.492, 6.437, -2.136], [1.742, 6.096, -3.333], [0.896, 3.691, -3.193], [1.461, 1.912, -4.316], [0.900, -0.682, -4.938], [0.523, -1.853, -2.477], [4.309, -1.555, 3.285], [2.371, -1.369, 4.381], [0.266, -3.096, 4.152], [-0.441, -2.874, 1.509], [0.789, 2.302, 4.249], [0.094, 2.196, 2.911], [-0.152, 1.054, 2.506], [-0.267, 3.404, 2.184], [-0.112, 4.656, 2.821], [-0.488, 5.833, 2.230], [-1.063, 5.788, 0.949], [-1.213, 4.598, 0.289], [-0.796, 3.365, 0.860], [-0.902, 2.304, 0.124], [1.046, 1.298, 4.577], [0.136, 2.760, 4.993], [1.689, 2.916, 4.182], [0.304, 4.688, 3.820], [-0.368, 6.774, 2.747], [-1.391, 6.707, 0.476], [-1.638, 4.553, -0.706], [-2.482, -0.850, 1.443], [-3.006, -2.137, 0.500], [-2.506, -2.525, -0.678], [-3.202, -3.678, -1.239], [-4.230, -4.027, -0.139], [-4.009, -2.966, 0.837], [-1.950, -1.869, -1.212], [-2.506, -4.496, -1.423], [-3.692, -3.422, -2.178], [-4.049, -5.011, 0.291], [-5.251, -3.998, -0.516], [-4.425, -2.927, 1.751], [-2.696, -0.968, -4.019], [-3.689, -0.316, -3.192], [-5.012, -0.212, -3.785], [-6.038, 0.116, -2.724], [-5.569, 1.348, -1.987], [-4.223, 1.160, -1.466], [-3.891, 1.974, -0.308], [-3.294, 0.374, -2.063], [-2.142, 0.234, -1.617], [-3.016, -1.984, -4.266], [-1.748, -0.997, -3.498], [-2.551, -0.427, -4.960], [-5.236, -1.167, -4.265], [-5.023, 0.552, -4.573], [-6.136, -0.720, -2.026], [-7.012, 0.293, -3.180], [-6.218, 1.571, -1.139], [-5.598, 2.220, -2.651], [-4.483, 1.663, 0.555], [-4.113, 3.022, -0.528], [-2.836, 1.889, -0.087]], "atomic_forces_ev_per_a": [[0.0, 0.0, 0.2], [0.0, 0.0, 0.0], [0.0, 0.0, 0.0], [0.0, 0.0, 0.0], [0.0, 0.0, 0.0], [0.0, -0.1, -0.1], [0.1, 0.2, 0.2], [0.0, -0.2, 0.0], [-0.1, 0.0, 0.0], [0.0, 0.0, 0.1], [0.0, 0.0, 0.0], [0.0, 0.0, 0.0], [0.0, 0.0, 0.0], [0.0, 0.0, -0.1], [0.1, 0.0, 0.1], [0.1, 0.0, 0.0], [0.0, 0.0, 0.0], [0.1, -0.1, 0.1], [-0.3, 0.0, -0.2], [0.0, 0.0, 0.0], [0.0, 0.0, 0.0], [-0.1, 0.0, 0.0], [0.0, 0.0, 0.0], [0.0, 0.0, 0.0], [0.0, 0.0, 0.0], [0.2, 0.0, -0.1], [0.0, 0.0, 0.0], [0.0, 0.0, 0.0], [0.0, 0.0, 0.0], [0.0, 0.0, 0.0], [0.0, 0.0, 0.0], [0.0, 0.0, 0.0], [0.0, 0.0, 0.0], [0.0, 0.0, 0.0], [0.0, 0.0, 0.0], [0.0, 0.0, 0.0], [0.0, 0.0, 0.0], [0.0, 0.0, 0.0], [0.0, 0.0, 0.0], [0.0, 0.0, 0.0], [0.0, 0.0, 0.0], [0.0, 0.0, 0.0], [0.0, 0.0, 0.0], [0.0, 0.0, 0.0], [0.0, 0.0, 0.0], [-0.1, 0.0, -0.1], [0.1, -0.1, 0.1], [0.0, 0.0, 0.0], [0.0, 0.0, 0.0], [0.0, 0.0, 0.0], [0.0, 0.0, 0.0], [0.0, 0.0, 0.0], [0.1, 0.0, -0.1], [0.0, 0.2, 0.0], [0.0, 0.0, 0.0], [0.0, 0.0, 0.0], [0.0, 0.0, 0.0], [0.0, 0.0, 0.0], [0.0, 0.0, 0.0], [0.0, 0.0, 0.0], [0.0, 0.0, 0.0], [0.1, 0.1, 0.0], [-0.2, 0.0, 0.0], [0.2, -0.1, 0.0], [0.0, 0.1, 0.0], [0.0, 0.0, 0.0], [0.1, 0.0, 0.0], [-0.1, 0.1, 0.0], [0.0, 0.0, 0.0], [0.0, 0.0, 0.0], [0.0, 0.0, 0.0], [0.0, 0.0, 0.0], [0.0, 0.0, 0.0], [0.0, 0.0, 0.0], [0.0, -0.1, 0.1], [0.0, 0.0, 0.0], [0.0, 0.0, 0.0], [0.0, 0.0, 0.0], [-0.1, 0.0, 0.0], [0.0, 0.0, -0.1], [-0.1, -0.1, 0.0], [0.0, 0.0, -0.2], [0.0, 0.0, 0.0], [0.0, 0.0, 0.0], [0.0, 0.0, 0.0], [0.0, 0.0, 0.0], [0.0, 0.0, 0.0], [0.0, 0.0, 0.0], [0.0, 0.0, 0.0], [0.0, 0.0, 0.0], [0.0, 0.0, 0.0], [0.0, 0.0, 0.0], [0.0, 0.0, 0.0], [-0.1, 0.0, 0.0]]}